DFT (wB97M-V/def2-TZVPD) results for a structure of composition C4H6InO2 in a non-equilibrium geometry.

Element x y z (Å)
O: -2.37 -0.07 -0.63
C: -1.43 0.98 -0.47
H: -2.82 0.06 -1.46
H: -1.75 1.58 0.40
C: -0.01 0.54 -0.40
C: 0.41 -0.15 0.69
C: 1.62 -1.09 0.72
O: 2.60 -0.81 -0.23
In: 1.92 0.69 -1.14
H: -0.15 -0.11 1.64
H: -1.31 1.56 -1.46
H: 1.24 -2.13 0.60
H: 2.04 -1.06 1.75

Results
Energy relative to the best compared isomer or geometry (same formula, charge and spin) (kJ/mol): 308.8
Total energy (eV): -13502.1106
Highest occupied orbital energy (eV): -14.440
E_LUMO (eV): -7.6
Net charge: +1
Gap between HOMO and LUMO (eV): 6.885